[1]
Density functional theory data (wB97M-V/def2-TZVPD) for a cluster of 7 separate species, C22H57NO12P in total in a non-equilibrium geometry.

XYZ file:
```
93
Properties=species:S:1:pos:R:3:lowdin_charge:R:1
C 8.6698 2.0598 -1.0655 -0.102
C 7.9976 1.8320 -2.4371 -0.234
C 6.5278 2.3102 -2.4744 -0.250
N 5.8988 1.6427 -3.5916 -0.048
O 4.7579 2.3159 -4.1438 -0.161
P 3.6584 2.8394 -3.0916 0.347
O 2.3903 2.9675 -3.7909 -0.253
O 4.0528 4.2989 -2.5311 -0.108
O 3.5469 1.8848 -1.8258 -0.114
C 3.4635 0.4607 -2.1118 -0.815
O 2.7629 0.0324 -3.0233 0.013
O 4.1813 -0.2068 -1.3616 -0.033
H 9.0030 1.1232 -0.6283 0.062
H 9.5192 2.7258 -1.1941 0.059
H 7.9351 2.4887 -0.3859 0.063
H 8.0244 0.7689 -2.6785 0.100
H 8.4996 2.3365 -3.2617 0.098
H 6.1000 2.0495 -1.4998 0.107
H 6.5465 3.3847 -2.6307 0.118
H 5.6835 0.6706 -3.4003 0.117
H 3.5417 4.4162 -1.7214 0.074
C 0.5808 -1.8459 -0.2270 -0.048
C 0.8742 -1.3072 1.1662 -0.488
C 1.3059 0.1511 1.1147 -0.053
O 1.9030 -2.0864 1.7739 -0.055
H 1.4739 -1.7949 -0.8562 0.075
H 0.2819 -2.8951 -0.1746 0.077
H -0.2162 -1.2789 -0.7126 0.068
H -0.0166 -1.4062 1.7921 0.121
H 2.2223 0.2658 0.5281 0.076
H 1.5216 0.5221 2.1194 0.079
H 0.5282 0.7773 0.6698 0.070
H 2.6843 -1.9961 1.2155 0.079
C -1.3881 0.5381 4.0805 -0.066
C -2.8661 0.3573 4.3805 -0.492
C -3.4189 -0.8387 3.6243 -0.062
O -3.5858 1.5361 4.0128 -0.058
H -1.2329 0.7189 3.0125 0.069
H -0.9873 1.4032 4.6115 0.076
H -0.8159 -0.3450 4.3695 0.083
H -3.0136 0.2220 5.4535 0.134
H -3.3168 -0.6903 2.5479 0.053
H -4.4838 -0.9645 3.8292 0.078
H -2.8999 -1.7590 3.9017 0.082
H -3.4657 1.6669 3.0662 0.082
C 3.5131 -4.6729 -3.0738 -0.062
C 4.7473 -4.4421 -2.2121 -0.511
C 4.3829 -4.2523 -0.7521 -0.061
O 5.4260 -3.2770 -2.6428 -0.056
H 2.8361 -3.8173 -3.0101 0.082
H 3.7950 -4.7818 -4.1219 0.075
H 2.9725 -5.5701 -2.7618 0.073
H 5.4291 -5.2886 -2.3262 0.131
H 3.7422 -3.3729 -0.6477 0.067
H 5.2703 -4.0750 -0.1436 0.080
H 3.8547 -5.1214 -0.3516 0.077
H 4.7950 -2.5505 -2.5128 0.075
C -4.2188 -0.9118 -1.8532 -0.057
C -3.5338 -1.2459 -0.5375 -0.487
C -3.3264 -2.7446 -0.3885 -0.057
O -4.3182 -0.7568 0.5540 -0.077
H -5.2071 -1.3800 -1.9017 0.074
H -4.3681 0.1648 -1.9443 0.079
H -3.6299 -1.2547 -2.7046 0.084
H -2.5711 -0.7357 -0.4857 0.127
H -4.2872 -3.2682 -0.3921 0.079
H -2.8408 -2.9709 0.5616 0.078
H -2.7108 -3.1408 -1.1971 0.082
H -5.1755 -1.1972 0.5259 0.073
C -0.7924 3.7746 0.0634 -0.058
C 0.3986 4.0375 0.9718 -0.493
C -0.0423 4.3046 2.4035 -0.057
O 1.1409 5.1550 0.4808 -0.055
H -1.4556 4.6449 0.0359 0.079
H -0.4593 3.5918 -0.9586 0.086
H -1.3670 2.9102 0.4030 0.069
H 1.0701 3.1791 0.9507 0.125
H -0.6809 5.1919 2.4511 0.079
H 0.8227 4.4972 3.0394 0.079
H -0.5946 3.4569 2.8136 0.063
H 0.5591 5.9212 0.4935 0.081
C -10.1930 -1.2954 0.9143 -0.067
C -8.8370 -1.3421 1.6023 -0.496
C -8.1685 0.0222 1.6069 -0.060
O -7.9944 -2.2877 0.9385 -0.060
H -10.0847 -0.9887 -0.1297 0.080
H -10.6552 -2.2832 0.9124 0.077
H -10.8660 -0.5964 1.4132 0.078
H -8.9592 -1.6933 2.6274 0.138
H -7.9941 0.3698 0.5844 0.084
H -7.1953 -0.0334 2.0967 0.076
H -8.7774 0.7644 2.1249 0.080
H -7.8806 -1.9896 0.0300 0.079
```

Output
charge	-1
E_LUMO	1.946	eV
HOMO energy	-5.642	eV
frontier orbital gap	0.27885	hartree

---

[2]
Density functional theory data (wB97M-V/def2-TZVPD) for a cluster of 3 separate species, C22H57NO8P3 in total in a non-equilibrium geometry.

XYZ file:
```
91
Properties=species:S:1:pos:R:3:lowdin_charge:R:1
C 1.2204 2.4818 -2.2228 -0.149
C 0.3912 2.9156 -0.9363 -0.291
C 0.4340 4.4674 -0.6271 -0.295
C 0.0144 5.3877 -1.8469 -0.388
P -1.8314 5.0825 -2.3950 0.424
C -2.5066 6.5336 -1.3336 -0.437
N -3.2795 7.5735 -2.0944 -0.091
C -3.5827 4.5196 -2.9605 -0.369
C -3.8344 3.0121 -2.5303 -0.270
C -5.0460 2.7857 -1.5304 -0.408
C -5.2183 3.9369 -0.4435 -0.110
C -4.8501 1.4264 -0.6939 -0.113
H 1.5910 1.4150 -2.1517 0.050
H 2.1299 3.1361 -2.3258 0.064
H 0.5704 2.5566 -3.1491 0.057
H 0.7283 2.3145 -0.0332 0.094
H -0.6767 2.5814 -1.1266 0.053
H -0.2978 4.6733 0.2201 0.092
H 1.4887 4.6998 -0.2804 0.090
H 0.6444 5.0459 -2.7373 0.052
H 0.2552 6.4808 -1.7022 0.051
H -1.9967 4.2258 -1.2049 -0.018
H -1.3075 3.9484 -3.1832 -0.020
H -1.6841 5.9523 -3.5516 -0.013
H -3.1402 6.0591 -0.5091 0.051
H -1.6787 7.0819 -0.7718 0.064
H -4.2492 7.4843 -1.7549 0.035
H -3.0207 8.5188 -1.7785 0.035
H -4.3982 5.2397 -2.6684 0.045
H -3.5557 4.5260 -4.1005 0.063
H -4.0891 2.4281 -3.4756 0.098
H -2.9044 2.4976 -2.1211 0.064
H -5.9889 2.7055 -2.1529 0.121
H -4.2041 4.1866 -0.0279 0.064
H -5.8725 3.5731 0.4056 0.065
H -5.6881 4.8261 -0.9503 0.065
H -5.7534 1.3504 -0.0092 0.064
H -3.9339 1.5824 -0.0429 0.080
H -4.7513 0.5324 -1.3712 0.059
O 0.7304 -3.4041 -0.2536 -0.223
P -0.5179 -3.4441 -1.1407 0.754
O -1.3841 -2.2632 -0.3712 -0.226
C -1.0127 -0.9009 -0.5828 -0.268
C -1.4452 -0.4127 -1.9513 -0.065
O -1.1682 -4.7912 -0.4148 -0.257
C -0.3203 -5.8206 0.0873 -0.294
C -0.2258 -5.7229 1.5984 -0.074
O -1.7131 -3.5594 -2.3494 -0.251
C -2.9781 -4.1972 -2.1898 -0.285
C -3.8951 -3.5596 -1.1665 -0.074
H 0.0660 -0.7803 -0.4512 0.091
H -1.5078 -0.3100 0.1904 0.123
H -0.8997 -0.9365 -2.7434 0.075
H -1.2566 0.6573 -2.0568 0.056
H -2.5080 -0.6007 -2.1153 0.067
H 0.6658 -5.7821 -0.3793 0.102
H -0.7670 -6.7804 -0.1887 0.113
H 0.0467 -4.7161 1.9219 0.073
H 0.5155 -6.4247 1.9899 0.074
H -1.1921 -5.9459 2.0547 0.074
H -2.8451 -5.2646 -1.9988 0.109
H -3.4638 -4.1300 -3.1679 0.119
H -3.5312 -3.7070 -0.1493 0.071
H -4.8931 -4.0012 -1.2284 0.080
H -3.9824 -2.4844 -1.3343 0.070
O 2.7031 -2.6595 3.3682 -0.212
P 4.0997 -3.2852 3.3751 0.727
O 4.8916 -2.0441 4.1392 -0.236
C 4.7062 -1.8874 5.5403 -0.294
C 5.4700 -2.9389 6.3250 -0.086
O 4.4341 -2.9326 1.7896 -0.257
C 3.3933 -2.9432 0.8067 -0.290
C 2.9927 -1.5199 0.4704 -0.070
O 5.5145 -4.2365 3.4254 -0.261
C 6.6435 -4.0650 2.5724 -0.288
C 7.3726 -2.7461 2.7259 -0.079
H 3.6398 -1.9189 5.7840 0.108
H 5.0761 -0.8942 5.8033 0.119
H 5.0634 -3.9374 6.1396 0.069
H 5.4108 -2.7399 7.3976 0.075
H 6.5203 -2.9602 6.0282 0.071
H 2.5415 -3.5330 1.1408 0.075
H 3.7870 -3.4319 -0.0892 0.119
H 2.7633 -0.9407 1.3675 0.082
H 2.1210 -1.5042 -0.1812 0.037
H 3.8137 -1.0031 -0.0318 0.078
H 6.3660 -4.2500 1.5325 0.111
H 7.3368 -4.8681 2.8412 0.116
H 6.7812 -1.9109 2.3500 0.072
H 8.3105 -2.7666 2.1650 0.080
H 7.6018 -2.5445 3.7744 0.070
```

Output
charge	-1
E_LUMO	0.083	eV
HOMO energy	-3.265	eV
frontier orbital gap	0.12304	hartree

---

[3]
Density functional theory data (wB97M-V/def2-TZVPD) for a structure of composition C22H58N4O2PtSi4Te2 in a non-equilibrium geometry.

XYZ file:
```
93
Properties=species:S:1:pos:R:3:lowdin_charge:R:1
Pt -0.6483 -1.1583 1.2451 0.478
N 0.1175 0.7011 0.4814 -0.083
C 0.7013 0.9881 -0.9168 -0.206
C 1.2232 2.4311 -0.9204 -0.114
C 1.3156 3.1959 -2.2664 -0.125
C 2.7156 3.6137 -2.7520 -0.152
N 3.2480 2.8171 -3.8585 0.084
C 4.2160 3.2466 -4.6825 -0.417
N 4.5311 2.5314 -5.7596 0.222
N 4.8713 4.3694 -4.4259 0.241
C 1.7291 -0.1247 -0.8944 -0.604
O 1.2928 -1.2665 -1.4870 -0.287
O 2.6606 -0.1694 -0.1351 0.088
H -0.5990 1.4147 0.6159 0.039
H 0.8642 0.9671 1.1307 0.120
H -0.0833 0.8243 -1.6514 0.162
H 2.1674 2.4809 -0.3724 0.132
H 0.5008 2.9801 -0.3094 0.124
H 0.7994 4.1385 -2.0907 0.125
H 0.7381 2.7218 -3.0640 0.128
H 3.4153 3.6294 -1.9117 0.133
H 2.6259 4.6362 -3.1220 0.132
H 2.8615 1.9077 -4.0450 0.151
H 3.9608 1.7652 -6.0734 0.136
H 5.2465 2.8451 -6.3970 0.145
H 4.7235 4.9039 -3.5874 0.128
H 5.5520 4.7307 -5.0763 0.151
C -5.5950 1.5278 3.7958 -0.175
Si -3.9349 2.3242 4.0945 0.429
C -3.5824 3.6769 2.8581 -0.178
C -3.6354 2.8280 5.8509 -0.153
C -2.6116 0.9313 3.7604 -0.488
Te -2.7991 0.1894 1.7800 1.466
C -4.1291 -1.4198 2.1114 -0.499
Si -3.4300 -2.9516 2.9714 0.456
C -4.5730 -4.3639 2.6421 -0.142
C -2.9466 -2.7419 4.7488 -0.149
C -1.7904 -3.0966 1.9818 -0.298
H -6.3904 2.2209 4.0792 0.059
H -5.7433 0.6298 4.4004 0.045
H -5.7668 1.2886 2.7410 0.030
H -4.3707 4.4309 2.9204 0.056
H -3.5690 3.3262 1.8219 0.011
H -2.6432 4.1916 3.0718 0.044
H -4.3124 3.6405 6.1253 0.059
H -2.6167 3.1920 5.9953 0.048
H -3.8195 2.0075 6.5465 0.050
H -2.7382 0.0763 4.4239 0.001
H -1.5957 1.3150 3.8780 0.027
H -4.4424 -1.6849 1.0973 0.034
H -5.0095 -0.9900 2.5968 0.027
H -5.5038 -4.2022 3.1920 0.063
H -4.1523 -5.3080 2.9936 0.058
H -4.8285 -4.4693 1.5868 0.052
H -3.8174 -2.5565 5.3810 0.063
H -2.2191 -1.9458 4.9175 0.027
H -2.4971 -3.6729 5.1047 0.061
H -1.8737 -2.9520 0.9000 0.017
H -1.1853 -3.9909 2.1661 0.054
H -1.0563 -2.4310 2.6168 0.016
C 0.5265 -6.1134 -3.4178 -0.151
Si 0.9733 -4.3521 -3.0645 0.473
C 2.7887 -3.9629 -3.2654 -0.165
C -0.1568 -3.1416 -3.9163 -0.157
C 0.6304 -4.2409 -1.1561 -0.428
Te 1.3689 -2.6823 0.0157 1.801
C 3.3180 -3.3909 0.3475 -0.392
Si 3.4191 -4.0824 2.1643 0.444
C 5.2004 -4.5293 2.3714 -0.143
C 2.2324 -5.5234 2.2025 -0.164
C 2.8565 -2.6855 3.2743 -0.174
H 0.6272 -6.2911 -4.4921 0.061
H -0.5087 -6.3319 -3.1494 0.052
H 1.1749 -6.8294 -2.9106 0.052
H 3.0604 -3.9719 -4.3233 0.055
H 3.4261 -4.7101 -2.7874 0.046
H 3.0376 -2.9716 -2.8757 0.022
H 0.1573 -3.0365 -4.9579 0.054
H -0.1515 -2.1514 -3.4599 0.012
H -1.1815 -3.5173 -3.9422 0.050
H 1.1462 -5.0852 -0.6814 0.030
H -0.4391 -4.3306 -0.9552 0.032
H 4.0300 -2.5777 0.2005 0.054
H 3.4677 -4.1602 -0.4127 0.032
H 5.5254 -5.2611 1.6296 0.056
H 5.3586 -4.9759 3.3564 0.062
H 5.8482 -3.6536 2.3062 0.055
H 2.4669 -6.2598 1.4304 0.054
H 1.1836 -5.2227 2.0823 0.014
H 2.2914 -6.0415 3.1621 0.060
H 3.5004 -1.8083 3.1783 0.053
H 2.9254 -3.0062 4.3171 0.058
H 1.8170 -2.3763 3.1207 -0.009
```

Output
charge	+4
relative energy (zero: lowest compared OMol25 entry of this formula, charge and spin)	0.059	eV
E_LUMO	-12.057	eV
HOMO energy	-19.137	eV
frontier orbital gap	0.26019	hartree

---

no.,electronic energy (eV),molar mass (g mol⁻¹)
1,-59091.19602,558.667
2,-69470.28511,556.619
3,-83120.73421,973.354